1.
Below is a cluster of 2 separate species, C8H9BrO2 in total in a non-equilibrium geometry, with properties calculated with wB97M-V/def2-TZVPD.

Computed properties:
**SMILES**: O=C1C=CC=CC1.CC(=O)Br
**HOMO level**: -9.306 eV
**Gap between HOMO and LUMO**: 0.316 Ha
**Charge**: 0
**LUMO energy**: -0.7208 eV

Each line ends with the Mulliken charge.
CARTESIAN COORDINATES (ANGSTROEM)
O  -0.87480  -0.44016  -1.45876  -0.601
C  0.17941  -0.66374  -0.87138  0.349
C  1.25412  0.31241  -0.92237  -0.617
C  2.43951  0.20331  -0.22808  -0.296
C  2.72496  -0.98752  0.55284  -0.495
C  1.83313  -2.00026  0.56097  -0.362
C  0.54420  -2.00355  -0.20905  -0.042
H  0.83465  1.17351  -1.38341  0.444
H  3.14653  1.03526  -0.23923  0.356
H  3.57219  -0.93720  1.08156  0.518
H  2.13008  -2.95433  1.04620  0.317
H  0.52472  -2.90257  -0.99779  0.297
H  -0.37120  -2.04479  0.53034  0.212
C  -1.86044  1.54910  -0.02242  -1.189
C  -2.02110  0.14377  0.35281  0.819
O  -1.63922  -0.51938  1.30601  -0.564
Br  -3.76737  -0.48895  -0.50381  -0.238
H  -1.02074  2.04338  0.42642  0.316
H  -1.77974  1.57576  -1.21889  0.329
H  -2.70489  2.11013  0.20264  0.446

=====

2.
Below is a structure of composition C33H43Br66N2O9P2 in a non-equilibrium geometry, with properties calculated with wB97M-V/def2-TZVPD.

Computed properties:
**HOMO level**: -5.329 eV
**Gap between HOMO and LUMO**: 0.218 Ha
**Charge**: -1
**LUMO energy**: 0.6142 eV

Each line ends with the Mulliken charge.
CARTESIAN COORDINATES (ANGSTROEM)
C  -2.69068  -2.00711  2.45198  -0.367
N  -1.72138  -1.34462  1.49499  0.183
C  -1.62554  0.04748  1.97364  -0.240
C  -0.46211  -2.05341  1.72580  -0.130
O  0.37371  -1.44021  2.37168  -0.597
C  -0.28353  -3.52061  1.23985  0.563
C  0.33230  -3.71617  -0.21526  0.637
P  -0.88323  -4.93996  -1.06127  0.254
O  -0.51738  -5.26623  -2.47975  -0.724
C  0.11256  -2.45540  -1.18439  -0.039
O  1.03129  -1.99854  -1.88565  -0.646
O  -1.07274  -1.93086  -1.30200  -0.743
N  1.75045  -4.19111  -0.23176  0.946
C  2.62947  -3.50167  0.73614  -0.479
C  2.82345  -1.95753  0.56932  -0.525
C  3.94263  -1.53989  -0.45974  -1.032
C  4.04259  -2.41147  -1.75594  0.008
O  5.48829  -2.59053  -2.05414  -0.206
C  5.82064  -1.92386  -3.21798  0.962
O  6.71900  -1.11811  -3.16227  -0.588
P  1.89801  -5.89500  0.04863  0.632
O  1.78687  -6.71399  -1.18205  -0.702
O  3.42385  -6.30590  0.64133  -0.508
O  0.85593  -6.45518  1.26697  -0.496
H  -3.47920  -1.27518  2.77645  0.318
H  -2.09133  -2.24516  3.38703  0.406
H  -3.12132  -2.94116  2.00954  -0.327
H  -0.79303  0.61031  1.48826  0.329
H  -1.57885  0.09014  3.10525  0.101
H  -2.58559  0.58520  1.68968  -0.126
H  0.28988  -4.05229  2.04946  0.378
H  -1.31215  -3.98511  1.28783  -0.604
H  -2.09416  -4.16418  -1.13414  0.053
H  -1.18967  -6.05317  -0.23098  0.043
H  3.67460  -3.90338  0.57083  0.025
H  2.41919  -3.69933  1.82937  0.518
H  3.20648  -1.60374  1.57447  0.484
H  1.90557  -1.35647  0.39386  0.125
H  3.87828  -0.46018  -0.77193  0.275
H  4.92956  -1.63083  0.08334  0.263
H  3.61199  -1.85751  -2.62487  0.380
H  3.61270  -3.43679  -1.70283  -0.056
H  5.31190  -2.12784  -4.21480  -0.246
H  3.53795  -5.97586  1.55173  0.324
H  1.30989  -6.16721  2.08689  0.348
C  3.77582  -0.27244  -6.63135  -0.195
Br  4.22720  -2.07935  -6.10716  -0.120
Br  3.58809  -0.10018  -8.55061  -0.055
Br  2.21268  0.37084  -5.69370  0.076
H  4.60516  0.35977  -6.33753  0.174
C  -4.73400  -5.67770  3.06276  -0.418
Br  -3.61974  -6.55505  4.37945  0.030
Br  -5.64197  -4.13698  3.80194  -0.042
Br  -3.73232  -5.22753  1.47406  -0.007
H  -5.49980  -6.38742  2.76868  0.416
C  -3.79001  -7.34125  8.15606  -0.265
Br  -1.86562  -7.52636  8.17817  0.004
Br  -4.65475  -8.93644  7.48426  -0.025
Br  -4.48246  -6.81993  9.88369  0.033
H  -4.02452  -6.53841  7.46362  0.244
C  -3.77302  3.11298  -0.34915  -0.634
Br  -2.74730  4.71897  -0.68719  0.026
Br  -3.44093  2.41171  1.42563  0.225
Br  -5.65818  3.38087  -0.68231  0.084
H  -3.42890  2.36247  -1.05435  0.454
C  7.11692  -5.19298  -1.27285  0.324
Br  9.05159  -5.24290  -1.27353  -0.064
Br  6.35689  -6.84122  -1.94000  -0.031
Br  6.41135  -4.73002  0.46331  -0.047
H  6.81693  -4.40353  -1.95562  -0.233
C  -7.90836  3.55543  -4.07606  0.718
Br  -8.55651  4.19439  -2.36845  -0.074
Br  -6.84477  4.89359  -4.98583  -0.041
Br  -6.96198  1.87884  -3.90760  0.060
H  -8.77883  3.36762  -4.69480  -0.683
C  9.99546  -9.37831  -1.85312  0.153
Br  10.15230  -10.06645  -3.65388  -0.014
Br  9.12844  -10.64189  -0.67409  -0.006
Br  11.70492  -8.80086  -1.15436  -0.019
H  9.35842  -8.49954  -1.90203  -0.117
C  -11.20311  2.30894  -6.75139  -0.340
Br  -10.21424  3.93735  -7.09121  -0.028
Br  -10.84829  1.61337  -4.98365  0.021
Br  -13.09728  2.53817  -7.06736  -0.031
H  -10.84933  1.56773  -7.46112  0.359
C  -6.20085  3.14806  4.02568  0.516
Br  -7.13478  1.56519  3.42501  -0.015
Br  -6.33203  4.58803  2.74696  -0.026
Br  -6.76723  3.68923  5.79181  -0.055
H  -5.15007  2.88869  4.09771  -0.598
C  3.81503  3.78942  -7.82826  -0.304
Br  5.04450  2.95378  -6.59176  0.091
Br  2.89875  5.29195  -7.02380  -0.004
Br  4.68697  4.28022  -9.48112  -0.025
H  3.05907  3.04958  -8.07352  0.303
C  -3.44797  1.31637  7.58644  -0.436
Br  -3.06308  -0.49894  8.13255  -0.024
Br  -3.52985  1.48522  5.66135  0.211
Br  -5.04653  1.99706  8.43849  -0.062
H  -2.62152  1.93308  7.92488  0.368
C  8.38486  6.44216  -9.44498  -0.154
Br  8.84134  4.63606  -8.92722  0.008
Br  8.20357  6.61794  -11.36417  -0.046
Br  6.81457  7.07640  -8.51574  0.016
H  9.21104  7.07761  -9.14377  0.142
C  0.79784  6.28095  -1.80440  -0.006
Br  2.35967  6.59297  -0.70757  -0.013
Br  -0.39302  7.80860  -1.80662  -0.017
Br  1.27377  5.73822  -3.59775  0.017
H  0.25420  5.45481  -1.35605  0.016
C  -0.38072  3.89612  4.19610  -0.360
Br  -2.14330  4.48413  4.74895  -0.031
Br  -0.04108  2.05556  4.66931  0.096
Br  -0.07813  4.21820  2.31278  0.042
H  0.33856  4.49978  4.74122  0.371
C  10.11659  6.86464  -5.30910  -0.334
Br  11.26283  5.34131  -5.63346  -0.015
Br  10.32238  8.22179  -6.67288  0.061
Br  8.26910  6.34193  -5.08976  0.043
H  10.43521  7.30798  -4.37122  0.289
C  3.61680  2.76340  6.63012  -0.324
Br  4.08126  0.96458  7.16654  -0.017
Br  3.50020  2.93073  4.70676  -0.019
Br  2.00751  3.38284  7.51051  -0.044
H  4.42345  3.41066  6.95655  0.355
C  -6.96199  8.01197  -2.51089  -0.052
Br  -5.93332  9.61334  -2.85824  -0.042
Br  -6.63110  7.31869  -0.73777  0.095
Br  -8.84924  8.28541  -2.83559  -0.016
H  -6.62457  7.25757  -3.21479  0.011
C  -8.13500  -1.94546  -5.35186  -0.285
Br  -9.05285  -3.54108  -5.94487  -0.038
Br  -8.28585  -0.51418  -6.64326  -0.022
Br  -8.71771  -1.38932  -3.59239  -0.043
H  -7.08203  -2.19536  -5.27195  0.367
C  -3.26537  -12.17687  9.06419  0.102
Br  -1.33994  -12.35363  9.09299  -0.007
Br  -4.12415  -13.77380  8.39006  -0.017
Br  -3.96417  -11.66091  10.79155  -0.001
H  -3.50041  -11.37344  8.37401  -0.087
C  10.58583  11.93136  -5.07005  -0.360
Br  10.21460  10.58567  -3.72831  0.002
Br  12.12759  11.47377  -6.14822  -0.023
Br  9.03311  12.30520  -6.15987  0.010
H  10.83062  12.84569  -4.54059  0.345
C  -6.70121  -3.67833  11.61391  -0.303
Br  -5.89812  -4.81448  12.96009  -0.038
Br  -7.69388  -2.21985  12.40627  -0.055
Br  -5.39869  -3.04551  10.33185  0.033
H  -7.41375  -4.28822  11.06864  0.345
C  -2.00300  8.55574  1.69358  0.110
Br  -2.33336  10.22994  0.78070  -0.050
Br  -0.74313  8.76511  3.14627  -0.033
Br  -3.64427  7.72271  2.28257  0.045
H  -1.54662  7.88529  0.97151  -0.097

=====

3.
Below is a structure of composition C18H94B4HfO21 in a non-equilibrium geometry, with properties calculated with wB97M-V/def2-TZVPD.

Computed properties:
**HOMO level**: -6.400 eV
**Gap between HOMO and LUMO**: 0.043 Ha
**Charge**: 0
**LUMO energy**: -5.2431 eV

Each line ends with the Mulliken charge.
CARTESIAN COORDINATES (ANGSTROEM)
Hf  1.23248  0.27739  5.82696  1.114
B  2.00738  -8.40030  -4.52916  0.426
H  2.37658  0.56934  10.62859  -0.065
H  6.07043  -2.29385  0.04868  0.014
H  2.11146  5.25583  6.76752  -0.062
H  -7.74472  -4.15246  3.28255  -0.022
B  2.64952  1.35021  7.37294  0.245
H  -7.79268  0.04182  -3.97032  0.243
H  2.70229  6.51040  -4.12983  0.020
H  4.02423  9.51749  1.66739  0.105
H  0.52426  -0.58356  -3.91997  0.011
B  -2.89864  -6.72393  6.50625  0.210
H  3.31799  1.53623  -0.28069  -0.028
H  -5.89157  1.23197  7.12367  0.030
H  -4.33154  0.92627  6.28589  -0.022
H  -11.48408  3.10956  -5.82270  -0.018
B  2.44725  6.25923  -8.71803  0.149
H  0.86360  11.26277  0.62003  -0.011
H  2.91762  11.26734  -3.26333  -0.021
H  -7.77158  1.13695  9.16423  -0.039
H  1.86614  7.37640  -7.07703  -0.104
C  4.55958  8.40401  4.64231  -0.719
C  5.06702  9.38904  5.73239  -0.439
O  4.16550  10.36890  6.11598  -0.523
H  3.78558  7.66035  4.98723  0.279
H  5.37977  7.84159  4.17253  0.352
H  4.21850  9.05221  3.84387  0.096
H  5.91031  9.95664  5.43954  0.311
H  5.41630  8.72630  6.53519  0.285
H  3.37416  10.02698  6.49412  0.301
C  2.42696  7.29528  1.05329  -1.012
C  3.36597  6.08446  1.01218  -0.325
O  3.49177  5.43599  2.28599  -0.417
H  1.33664  7.07289  0.98684  0.244
H  2.67806  7.97319  0.25280  0.427
H  2.59579  7.82158  1.99814  0.102
H  4.35015  6.44349  0.79737  0.220
H  3.30614  5.39881  0.18774  0.447
H  3.27482  4.56834  2.04015  0.244
C  -1.47295  -0.49463  -6.74800  -0.927
C  -1.54079  -1.91443  -6.19415  -0.228
O  -0.40828  -2.25018  -5.43474  -0.398
H  -0.41055  -0.30378  -7.11247  0.191
H  -1.70253  0.33428  -6.07568  0.325
H  -2.25849  -0.45854  -7.46641  0.392
H  -1.48467  -2.60928  -7.09662  0.197
H  -2.47117  -2.05830  -5.68439  0.226
H  -0.62951  -2.37873  -4.51424  0.243
C  -6.60914  -5.77642  -4.63167  -0.546
C  -7.07391  -7.23167  -4.22091  -0.425
O  -6.01616  -8.15209  -4.42366  -0.541
H  -7.43093  -5.10943  -4.96380  0.391
H  -5.83506  -5.84167  -5.38917  0.375
H  -6.30391  -5.17023  -3.74946  -0.133
H  -7.92604  -7.52963  -4.89307  0.268
H  -7.46258  -7.25851  -3.14211  0.286
H  -5.61048  -8.20508  -3.53006  0.315
C  8.75530  -0.51160  4.32261  -0.925
C  7.64200  -0.31306  3.31609  -0.016
O  7.19344  -1.59102  2.70179  -0.503
H  9.04935  0.45356  4.73048  0.334
H  9.68197  -0.94494  3.79964  0.242
H  8.55479  -1.25350  5.11486  0.252
H  7.87392  0.33318  2.45620  0.255
H  6.83240  0.28794  3.76586  0.046
H  6.27116  -1.66458  2.97137  0.264
C  -7.27948  -2.43193  -2.74779  -1.004
C  -6.07351  -1.94705  -3.49177  0.242
O  -4.97955  -1.63377  -2.71066  -0.511
H  -7.84350  -3.26854  -3.12219  0.223
H  -7.91820  -1.62913  -2.35985  0.395
H  -6.75888  -2.79510  -1.82749  0.254
H  -6.22839  -1.02204  -4.02384  -0.045
H  -5.82401  -2.79787  -4.18677  0.032
H  -4.88535  -2.08554  -1.88236  0.186
C  -1.82541  -5.14628  -1.57069  -1.341
C  -3.14484  -4.44776  -1.97736  -0.250
O  -4.20277  -5.22272  -2.51887  -0.417
H  -1.03584  -5.19563  -2.38394  0.248
H  -2.15976  -6.18915  -1.32874  0.525
H  -1.43277  -4.67822  -0.68732  0.379
H  -3.07521  -3.54668  -2.58369  0.413
H  -3.66327  -4.05150  -1.09957  0.322
H  -3.94562  -5.62207  -3.36927  0.263
C  0.57324  3.65481  -6.43348  -0.755
C  -0.59873  3.17178  -7.37513  -0.097
O  -1.84134  3.27593  -6.68549  -0.553
H  0.05401  3.44199  -5.45203  0.135
H  0.94583  4.63670  -6.48317  0.185
H  1.39850  2.99877  -6.59404  0.300
H  -0.41162  2.15442  -7.80447  0.180
H  -0.63185  3.91855  -8.18415  0.307
H  -2.57457  2.91417  -7.22754  0.293
C  4.90154  -1.33103  -5.43272  -1.114
C  3.73664  -2.44430  -5.28094  -0.084
O  2.94871  -2.09510  -4.07901  -0.551
H  4.70775  -0.38792  -4.90955  0.388
H  4.74131  -1.08467  -6.47519  0.285
H  5.89086  -1.71764  -5.32640  0.316
H  4.16946  -3.42679  -5.17648  0.231
H  3.09620  -2.35478  -6.18500  0.197
H  3.59900  -1.70419  -3.50733  0.296
O  0.32166  -0.17075  3.93275  -0.613
H  -9.03524  2.79748  0.29198  0.005
H  -5.79041  -10.37885  -0.55060  -0.070
O  3.50242  -0.12111  4.36765  -0.636
H  2.88445  0.27686  3.75613  0.405
H  3.95940  0.65560  4.73807  0.334
O  6.05869  -4.73017  3.91102  -0.638
H  6.54440  -5.55700  3.93020  0.306
H  -11.08074  6.50419  -0.84675  -0.004
O  4.63517  3.22045  4.48471  -0.583
H  3.85347  3.75074  4.19596  0.300
H  5.04536  3.73281  5.18682  0.293
O  2.08071  -2.03542  5.85387  -0.491
H  1.76202  -2.63404  6.50004  0.281
H  2.46457  -2.62740  5.16064  0.303
O  -3.55604  -6.58170  0.87727  -0.706
H  -3.19475  -6.08312  0.08097  0.188
H  -3.01519  -6.17295  1.57268  0.315
O  -2.31152  -1.23094  0.79550  -0.617
H  -2.95969  -1.10734  0.05611  0.302
H  -1.69437  -0.54330  0.53574  0.316
O  -0.38687  -0.09297  6.77139  -0.610
H  -2.30445  -3.59810  5.72253  -0.085
H  -1.22709  0.22785  7.04519  0.271
O  0.46333  3.15475  -2.66429  -0.682
H  6.51058  -3.97145  4.35065  0.332
H  -3.98125  -6.14923  4.25868  -0.118
O  1.66135  2.15958  4.86320  -0.558
H  -0.09991  2.41464  -2.83303  0.290
H  -0.22903  3.82975  -2.68472  0.330
O  1.19141  -7.03670  7.22160  -0.631
H  1.22191  -7.46543  6.33814  0.327
H  0.26726  -7.10869  7.43752  0.295
O  -3.90557  -1.32540  9.07285  -0.668
H  -4.12324  -1.59739  9.96436  0.313
H  -3.06795  -1.69779  8.71983  0.320